86
Properties=species:S:1:pos:R:3:forces:R:3:lowdin_spin:R:1 method="wB97M-V/def2-TZVPD" multiplicity=2 energy_ev=-129028.702 max_force_ev_per_a=3.34 relative_energy_kcal_mol=36.8 gap_ev="6.6 / 6.2" homo_ev="-6.9564 / -6.8417"
C 1.393500 -2.565300 -3.325400 -0.7130 0.0199 0.1165 0.000
C 1.296200 -4.643100 -0.250800 -0.0353 0.1772 0.3335 -0.002
H 6.419900 -3.065600 -1.659500 0.0855 0.0136 0.0241 0.000
H 6.398000 4.983000 1.216100 0.0155 0.0659 0.0319 -0.001
C 4.440600 4.446000 -1.493900 -0.6611 -0.5991 -0.0605 -0.010
H 2.313500 -0.183000 2.005200 0.0752 0.0144 -0.0381 0.003
C 3.060500 0.230500 0.038300 1.1728 0.0611 -1.2427 0.006
C 0.356000 4.299300 -4.541900 -0.0650 0.0786 -0.1923 0.000
H -5.102500 -3.098400 1.187100 -0.1260 -0.0457 0.0304 0.000
C 5.579700 4.600100 0.623200 -0.0292 0.0613 -0.1951 -0.013
C 0.506500 -2.612200 -2.236500 0.0783 -0.2386 -0.4924 0.002
H 6.319300 -0.043600 -0.888200 0.1383 0.0234 -0.0314 0.000
H 3.894500 2.890100 -3.992300 0.0706 -0.0516 0.0723 0.000
C 4.195300 0.250800 -0.778800 0.0063 -0.0063 0.5116 -0.005
H -2.713700 3.819200 -1.133600 -0.0187 0.3215 -0.0551 0.000
C 2.804200 -2.687400 -2.972300 0.4050 -0.0800 0.3701 0.000
C 3.196300 -0.155100 1.373700 -0.3807 0.2930 -0.2272 -0.002
C 2.488200 3.647400 -5.405400 0.0863 0.0131 -0.1833 0.001
C 1.076700 -7.377200 0.205200 0.0270 -0.0487 0.0039 0.000
Ir 0.222800 -0.508900 -0.053800 -0.6240 1.5396 0.7426 0.838
C 1.790800 0.755900 -0.509300 -1.7925 -1.7584 1.3151 -0.002
C -2.482100 0.490300 -0.044900 1.7524 2.1562 -0.8664 -0.001
C 5.157400 -2.940000 -3.387900 0.1154 0.0336 0.0444 0.000
H 0.993900 -8.438700 0.389600 -0.0228 -0.0587 -0.0122 0.000
C -2.961500 -3.337200 1.452800 -0.8357 0.3282 -0.1005 -0.002
C 4.357500 -2.868900 -1.125200 -0.1150 -0.0345 0.1619 0.000
H 2.850400 2.638500 0.896600 -0.0007 -0.0414 -0.0108 0.000
C -1.174800 2.315000 -0.669300 -0.1090 0.5345 -0.0956 0.005
C -0.487700 -2.343500 -4.806100 -0.0889 0.0428 -0.0591 0.000
C -4.134700 -2.636400 1.078000 0.9881 -0.5458 0.2920 0.005
H 5.978100 -3.044000 -4.083000 0.0489 0.0392 -0.0617 0.000
H -4.862100 -0.776200 0.295200 -0.1533 -0.0171 0.0054 0.000
H -0.642700 4.685200 -4.688400 -0.0551 0.0477 -0.0425 0.000
H -0.846300 -4.668200 -0.423900 0.0471 -0.0800 -0.0092 0.000
H 4.093100 0.519700 -1.820600 -0.0243 0.0316 -0.0750 0.000
C 3.867500 -2.791000 -3.864400 -0.1756 0.0758 0.0190 0.000
F 6.773100 -0.611800 1.599300 0.0296 -0.0229 0.0025 -0.002
C -0.059000 -6.614100 -0.009700 -0.0777 -0.1157 0.0026 0.000
H 6.185200 5.619300 -1.162500 -0.0060 0.0500 -0.0043 0.000
C 2.433300 -5.412300 -0.038900 0.1176 0.2286 -0.0066 0.000
H 3.157500 3.513800 -6.242600 0.0791 -0.0001 -0.0715 0.000
H 0.891000 4.412700 -6.613200 -0.0197 0.0108 -0.0934 0.000
C -0.862300 -2.532700 -2.444100 -0.0677 -0.1575 0.1250 0.001
H -0.881300 -2.227400 -5.805400 0.0000 -0.0025 -0.0835 0.000
C 1.769800 1.859200 -1.209500 2.0257 1.8316 -1.0255 0.175
C -2.423100 2.840700 -0.812100 -0.7589 -1.0715 0.3326 0.007
N -1.580200 -1.524000 0.738900 -1.0212 1.0603 -0.6834 0.016
H -3.027900 -4.322200 1.883400 0.0743 -0.1167 0.0357 0.000
C 0.878900 -2.420500 -4.608900 0.1616 -0.0115 0.0498 0.000
C 2.322500 -6.774200 0.178300 0.0373 -0.1050 0.0345 0.000
C -4.009100 -1.369200 0.586300 0.3833 0.4195 -0.1254 -0.001
H 4.576500 -0.668100 2.950300 -0.0231 -0.0533 0.0882 0.000
S -3.682600 1.686400 -0.412800 0.9498 0.5641 -0.1685 -0.004
C -1.141200 0.976700 -0.253700 -1.5821 -2.0661 0.6760 0.004
C 4.444400 -0.423900 1.907200 0.3361 -0.0701 -0.0778 0.001
C 0.766500 3.950400 -3.270800 0.2244 -0.0242 0.2650 -0.003
H -2.428600 -2.359300 -3.892900 -0.0502 0.0315 -0.0048 0.000
C 5.439700 -0.048000 -0.263700 0.2800 0.0242 0.2259 0.001
H 4.542800 -2.878200 -0.055300 0.0826 0.0287 -0.0776 0.000
C 5.459300 4.951300 -0.717400 0.4815 -0.0217 0.3780 0.002
H -0.274700 2.873400 -0.853800 -0.0016 0.1335 -0.0197 0.003
C 3.061900 -2.748800 -1.593200 0.1995 0.0614 -0.1321 0.001
C -1.361200 -2.407900 -3.730400 0.0301 -0.0306 -0.0043 0.000
H 3.214400 -7.365300 0.326200 0.0696 -0.0432 0.0315 0.000
H 3.414400 -4.951900 -0.063500 -0.0810 -0.0863 0.0221 0.000
C 5.408600 -2.961100 -2.024300 0.0052 -0.1558 0.0633 0.000
C 2.042900 3.437700 -3.045100 0.3283 -0.1904 -0.7904 0.000
H -1.031700 -7.083700 0.000400 -0.0972 -0.0174 -0.0209 0.000
C 3.610900 3.245400 0.430000 -0.0587 0.1726 -0.5750 -0.010
C -1.739200 -2.735500 1.269000 0.2875 -0.3886 0.2081 0.005
C 5.551900 -0.353000 1.081600 -0.2360 0.0067 -0.1776 -0.005
C 4.626200 3.767000 1.195000 0.2574 0.0807 0.0389 0.001
C 1.213900 4.145700 -5.618200 -0.0935 0.0309 0.0408 -0.003
C 2.437000 2.966300 -1.709400 -2.1199 -2.5547 0.3431 -0.026
H -0.823400 -3.252000 1.557600 -0.1812 0.1058 -0.1132 0.000
H 3.692000 -2.762200 -4.930500 -0.0357 -0.0133 -0.0630 0.000
C 3.514000 3.531800 -0.952400 0.4143 1.5516 1.6919 0.005
C -2.730800 -0.797300 0.428700 0.7470 -1.7287 0.6271 0.005
As 1.439900 -2.705500 -0.535800 0.0523 0.0224 -0.9279 0.005
C 2.904900 3.300800 -4.134100 -0.1203 0.0179 0.0252 -0.003
H 4.674200 3.523300 2.246500 0.0340 -0.0083 0.0928 0.000
H 0.099000 4.098100 -2.436500 -0.0495 -0.0524 0.0472 0.000
H 1.548900 -2.370800 -5.454700 0.0360 0.0184 -0.1019 0.000
H -1.548900 -2.584500 -1.607200 0.0077 0.0630 -0.0374 0.000
H 4.353800 4.748600 -2.527000 -0.0107 0.0215 -0.0551 -0.001
C 0.048600 -5.254000 -0.240100 -0.1266 0.2065 -0.0306 0.000

---

65
Properties=species:S:1:pos:R:3:forces:R:3:lowdin_spin:R:1 method="wB97M-V/def2-TZVPD" multiplicity=2 energy_ev=-121137.233 max_force_ev_per_a=1.10 relative_energy_kcal_mol=0.4 gap_ev="7.3 / 6.4" homo_ev="-7.8455 / -7.9145"
H 0.770642 0.334524 4.272670 -0.0209 0.0142 0.0368 0.000
H 1.041304 -1.789827 5.998108 0.0030 0.0237 0.0113 0.000
H -2.833142 -1.235635 -2.380916 0.0020 0.0018 -0.0167 0.000
C 0.886202 -1.780393 4.919893 -0.0282 -0.0323 -0.0123 0.000
H 0.560235 -2.721545 2.349778 -0.0330 -0.0468 -0.0515 0.000
Cl -4.414799 -3.661857 1.116409 0.0702 -0.2722 0.0995 0.144
C 3.794216 4.237416 -1.496400 -0.1283 -0.0152 -0.0289 0.000
H -1.137215 -3.233695 2.589517 -0.0356 0.0483 0.0844 0.000
O 2.527760 -1.694679 -1.174598 -0.0263 0.1736 0.0637 0.000
O -1.517818 -3.613388 -0.278323 0.0052 0.0876 0.0107 0.000
C 0.048437 -2.973028 4.450755 0.0164 0.1435 0.0074 0.000
H 3.482316 -3.958216 -2.825750 -0.0291 -0.0075 0.0036 0.000
H 2.210707 0.586806 0.937635 -0.1194 0.0178 0.0564 0.000
H -0.113704 5.084612 -3.797575 0.0118 -0.0248 -0.0002 0.000
C 2.185348 -5.663518 -3.161692 -0.0946 -0.0077 0.0384 0.000
H -1.130279 3.028959 -2.812874 0.0358 0.0230 0.0085 0.000
H -0.955218 -6.051560 -1.865863 0.0246 0.0184 -0.0126 0.000
H 5.439201 3.623320 -0.295506 -0.0138 -0.0070 0.0052 0.000
O -0.005880 -0.172035 -2.049821 0.3725 0.1080 -0.3269 0.008
H 2.222562 5.677310 -3.176080 -0.0003 -0.0213 -0.0100 0.000
Cl -5.623396 -1.025756 1.322956 -0.1410 0.1492 0.1107 0.137
C 1.746197 4.783556 -2.789950 0.0342 0.0624 -0.0099 0.000
N 0.415764 -2.311582 -0.430996 -0.1349 -0.0433 -0.3662 0.000
C 1.807724 2.803616 -1.414915 -0.2068 -0.0269 -0.0229 0.000
C -4.270086 -2.000034 1.129498 0.5572 0.5546 -0.2041 0.450
H 2.890145 -6.182669 -3.798966 -0.0185 -0.0027 0.0118 0.000
C 0.469317 4.462571 -3.132009 -0.0549 -0.0613 0.0480 0.000
H 2.191066 -0.057140 -0.558638 0.2091 0.0270 0.0995 0.000
C -3.043868 -1.378744 0.835698 -0.9006 -0.5943 0.2080 0.055
H -0.864913 -3.043879 5.037840 -0.0333 -0.0271 0.0046 0.000
C -2.281860 -0.359020 -2.731118 -0.2322 0.1347 0.0162 0.002
C 0.009649 -5.610206 -2.082165 0.0295 -0.0843 -0.0446 0.000
C 4.428189 3.412399 -0.617650 -0.0668 -0.1411 0.0577 0.000
H -2.975939 0.481055 -2.706084 -0.0156 -0.0135 0.0022 0.000
H 0.591492 -3.916352 4.520164 0.0468 0.0228 -0.0313 0.000
C -0.104272 3.294455 -2.574018 0.0405 0.0707 -0.0719 0.000
H -0.310725 2.588281 0.595271 0.0836 -0.0612 -0.0031 0.000
H 1.867225 -1.797602 4.439064 0.0015 -0.0134 0.0023 0.000
H 0.710360 -7.213129 -3.325864 0.0136 0.0122 0.0015 0.000
C 2.466951 3.948389 -1.903006 0.1335 0.1733 -0.0725 0.000
C 0.129987 -0.518638 4.491828 0.1327 -0.0522 0.1081 0.002
C 1.597859 -2.491175 -1.118706 -0.1510 -0.0310 0.1338 0.000
C 2.499839 1.952291 -0.516635 -0.1823 -0.0980 0.1509 0.000
H 4.286291 5.119383 -1.888454 -0.0224 -0.0107 0.0044 0.000
N 1.862052 0.765205 -0.000682 0.1825 -0.3444 -0.3523 0.000
C 2.525657 -4.423619 -2.624937 0.0534 -0.0913 -0.0422 0.000
H 4.287096 1.600509 0.559561 -0.0047 0.0232 -0.0101 0.000
O 0.376415 -0.414027 1.849265 -0.3454 -0.3572 0.7291 0.002
N 0.524771 2.499414 -1.753370 0.1759 0.0727 -0.0045 0.000
N -2.043234 -0.887077 0.560804 0.0749 -0.0400 0.2545 0.161
C 0.366706 -4.384425 -1.562678 -0.2551 0.0024 0.1156 0.000
C 0.945661 -6.248781 -2.893518 0.0712 0.0752 0.0110 0.000
S -0.725007 -0.893588 2.951848 0.4639 0.2262 -0.5639 0.005
C 1.585954 -3.811719 -1.823367 0.1633 0.1837 0.0213 0.000
C -1.191862 -0.121053 -1.770022 0.2098 -0.2855 -0.0956 0.018
Cl -3.025189 -1.619426 4.386591 0.1118 -0.0324 -0.1764 0.024
I -2.837269 2.433593 -0.130079 0.0096 0.0705 -0.0019 0.000
H -1.235249 1.653645 1.783060 -0.0003 -0.0279 0.0779 0.000
C -0.988010 1.748239 0.729377 -0.4793 -0.0580 -0.0641 0.001
C -0.309955 -2.662578 3.005299 -0.0609 -0.0626 0.0252 0.000
H -0.655601 -0.234799 5.188057 -0.0271 -0.0625 0.0175 0.000
Ti -0.157748 -0.092159 -0.011839 0.1080 0.3553 -0.1482 -0.011
C -0.391102 -3.424457 -0.686446 0.1534 0.0436 0.1663 0.000
C 3.768882 2.261172 -0.126472 0.2579 0.1369 -0.0133 0.000
H -1.894467 -0.526509 -3.733967 0.0029 0.0013 -0.0459 0.000

---

16
Properties=species:S:1:pos:R:3:forces:R:3:mulliken_charge:R:1 method="wB97M-V/def2-TZVPD" smiles="C=C/C=C/C.O" energy_ev=-7392.604 max_force_ev_per_a=2.26 relative_energy_kcal_mol=49.8 gap_ev=9.5 homo_ev=-8.5113
C -2.568841 0.837920 -0.923022 0.6151 0.0795 0.4262 -1.064
H -3.249590 0.007848 -0.746663 0.2712 -0.3732 -0.3037 0.313
H -0.204735 1.629074 -1.676303 0.3531 -0.0861 -0.2888 0.255
H 2.389961 2.825365 0.890567 0.0880 -0.4005 0.1258 0.251
H -2.241993 0.943656 -1.954804 -0.7884 -0.0486 -0.2879 0.309
O 1.486577 -6.073241 1.771813 0.0670 0.0628 -0.1244 -0.641
H 1.089914 0.833827 1.031826 -0.1793 0.2142 0.1507 0.268
C 1.814581 2.499902 0.028531 2.2235 -0.3697 -0.1011 -0.723
C -0.115413 1.149275 -0.708717 -0.0431 0.2263 -0.2883 -0.146
C -1.262367 0.738142 -0.171656 -0.2587 -0.3615 0.2162 -0.033
H -3.159190 1.699170 -0.604421 0.2386 0.2808 -0.0922 0.259
H 2.272144 2.905495 -0.870761 -1.2580 0.5404 -0.3601 0.270
H -1.269606 0.360831 0.848698 -0.0112 0.0263 -0.0217 0.301
H 1.547063 -5.693527 0.887991 -0.0566 -0.0405 0.0797 0.321
H 2.391108 -6.057437 2.098736 -0.0112 -0.0202 0.0444 0.320
C 1.080380 1.393694 0.098178 -1.2502 0.2701 0.8251 -0.261